No. 1
A molecular structure, C21H54AlF3N7O15P2S2, computed with ωB97M-V/def2-TZVPD.

Geometry as XYZ:
```
105
Properties=species:S:1:pos:R:3:mulliken_charge:R:1
Al 0.76 1.74 0.17 0.9441
N 1.09 5.80 0.83 -0.0742
S 0.91 7.14 0.01 1.0251
O 2.11 7.93 -0.41 -0.5150
O -0.32 7.93 0.18 -0.5274
F 0.59 6.31 -1.31 -0.2958
S 1.35 6.68 2.26 1.0908
O 0.23 7.07 3.12 -0.5220
O 2.59 7.49 2.35 -0.5526
F 1.80 5.37 3.00 -0.2645
F 1.78 -0.20 3.34 -0.4821
O -2.69 -1.35 0.72 -0.8656
P -3.79 -2.32 1.03 0.5564
N -3.24 -3.90 1.38 0.1974
C -1.81 -4.33 1.22 -1.0404
C -4.21 -4.93 1.87 -0.9459
N -4.91 -2.46 -0.27 0.3117
C -6.26 -2.95 -0.16 -1.2814
C -4.39 -2.36 -1.65 -1.0595
N -4.62 -1.77 2.37 0.2383
C -5.61 -0.72 2.27 -1.0177
C -3.90 -1.73 3.64 -1.0781
H -1.58 -4.93 2.11 0.3595
H -1.15 -3.50 0.96 0.3872
H -1.83 -5.11 0.46 0.3656
H -3.81 -5.92 1.69 0.4613
H -5.07 -5.00 1.20 0.2475
H -4.55 -4.79 2.90 0.3040
H -6.46 -3.34 0.84 0.4596
H -6.96 -2.18 -0.49 0.3751
H -6.47 -3.78 -0.84 0.4269
H -3.53 -3.01 -1.78 0.3227
H -5.12 -2.67 -2.40 0.4286
H -4.07 -1.33 -1.80 0.3108
H -6.22 -0.75 1.36 0.2339
H -6.23 -0.65 3.16 0.3881
H -5.11 0.22 2.02 0.4542
H -3.51 -2.74 3.76 0.2992
H -4.66 -1.51 4.39 0.3597
H -3.18 -0.91 3.64 0.4004
O 3.48 -2.03 -0.42 -0.8191
P 4.46 -3.13 -0.64 0.4569
N 6.09 -2.63 -1.09 0.2777
C 6.47 -1.28 -0.71 -1.1348
C 7.23 -3.61 -1.13 -0.9703
N 4.05 -4.17 -1.93 0.2332
C 2.90 -5.09 -1.76 -1.0522
C 4.11 -3.63 -3.26 -1.0379
N 4.78 -4.14 0.71 0.3342
C 4.23 -3.78 2.00 -0.9948
C 5.42 -5.47 0.55 -1.0937
H 5.63 -0.60 -0.85 0.3832
H 7.22 -0.92 -1.42 0.3694
H 6.99 -1.25 0.25 0.3347
H 8.04 -3.20 -1.73 0.3990
H 6.97 -4.51 -1.69 0.2851
H 7.69 -3.73 -0.15 0.3068
H 2.74 -5.43 -0.73 0.3408
H 1.94 -4.62 -1.98 0.3649
H 3.06 -5.93 -2.43 0.3472
H 3.99 -4.35 -4.08 0.3552
H 3.27 -2.93 -3.27 0.3744
H 5.08 -3.15 -3.38 0.2639
H 3.17 -3.57 1.85 0.3616
H 4.32 -4.50 2.81 0.3848
H 4.71 -2.86 2.35 0.3110
H 5.49 -5.79 -0.49 0.3716
H 4.89 -6.30 1.01 0.4148
H 6.43 -5.44 0.96 0.3786
C 5.65 1.24 -5.03 -0.5952
O 5.09 2.56 -5.12 -0.3230
C 4.18 2.96 -4.21 0.7351
O 3.71 2.24 -3.29 -0.5773
O 3.94 4.31 -4.37 -0.2436
C 4.23 5.01 -5.59 -0.6760
H 6.09 1.00 -4.06 0.2496
H 6.32 1.02 -5.86 0.2609
H 4.76 0.62 -4.90 0.2914
H 4.11 6.04 -5.23 0.2862
H 3.67 4.78 -6.50 0.3064
H 5.29 5.02 -5.83 0.2979
C -6.94 2.50 -2.06 -0.6708
O -5.62 2.34 -1.46 -0.2197
C -4.68 3.34 -1.32 0.6757
O -3.49 3.21 -0.99 -0.5188
O -5.34 4.50 -1.70 -0.3246
C -4.63 5.69 -1.78 -0.6007
H -7.70 2.80 -1.34 0.3170
H -7.20 1.56 -2.55 0.2526
H -7.03 3.20 -2.89 0.3085
H -4.12 5.87 -0.83 0.2469
H -5.28 6.56 -1.78 0.2564
H -3.95 5.74 -2.63 0.2821
C -3.57 4.77 3.38 -0.4871
O -3.00 4.25 4.60 -0.3349
C -2.08 3.29 4.51 0.8329
O -1.72 2.68 3.48 -0.5810
O -1.55 3.09 5.68 -0.3403
C -0.43 2.32 5.92 -0.5060
H -4.21 5.55 3.79 0.2431
H -4.15 4.03 2.83 0.2148
H -2.72 5.10 2.78 0.2509
H -0.21 2.33 6.99 0.2185
H 0.37 2.69 5.27 0.2486
H -0.57 1.28 5.63 0.2511
```

Summary:
Gap between HOMO and LUMO, eV: 1.449
Total charge: +1
HOMO level, Eh: -0.389

No. 2
6 unconnected molecules or ions with the total composition C21H54ClN6O15P2, computed with ωB97M-V/def2-TZVPD.

Geometry as XYZ:
```
99
Properties=species:S:1:pos:R:3:mulliken_charge:R:1
Cl 0.93 -1.53 1.22 1.6893
O 2.32 -1.47 0.80 -0.6201
O 0.05 -2.17 0.29 -0.6054
O 0.86 -2.26 2.47 -0.8497
O 0.50 -0.19 1.39 -0.6151
O 2.25 2.78 1.98 -0.9864
P 3.28 3.54 1.25 0.6046
N 4.69 3.80 2.14 0.3726
C 5.74 4.73 1.72 -1.2719
C 5.12 2.72 3.00 -1.1326
N 2.79 5.03 0.70 0.2900
C 2.69 6.12 1.66 -1.0702
C 1.73 5.07 -0.31 -1.3516
N 3.76 2.78 -0.20 0.3731
C 4.60 3.50 -1.17 -1.0589
C 3.88 1.31 -0.24 -0.7614
H 5.92 5.39 2.58 0.3314
H 5.42 5.30 0.85 0.4511
H 6.69 4.23 1.55 0.3087
H 4.27 2.14 3.35 0.3099
H 5.63 3.12 3.88 0.3835
H 5.79 2.01 2.50 0.3121
H 1.80 5.96 2.27 0.3550
H 3.61 6.29 2.21 0.2735
H 2.62 7.09 1.14 0.3877
H 0.83 4.83 0.28 0.4670
H 1.52 6.09 -0.63 0.3931
H 1.84 4.42 -1.17 0.3602
H 4.25 4.52 -1.28 0.3332
H 5.59 3.61 -0.71 0.2758
H 4.65 2.97 -2.11 0.3844
H 4.40 0.91 0.63 0.1408
H 4.37 1.03 -1.17 0.3767
H 2.87 0.88 -0.21 0.1726
O -2.01 1.97 0.64 -0.9393
P -2.74 1.81 -0.61 0.2203
N -3.09 0.24 -1.06 0.8593
C -1.97 -0.73 -1.08 -0.9949
C -4.18 -0.04 -1.98 -1.2263
N -1.90 2.49 -1.93 0.5038
C -2.41 2.51 -3.29 -1.0182
C -0.76 3.32 -1.61 -1.1605
N -4.24 2.58 -0.66 -0.0159
C -5.13 2.24 0.47 -0.9729
C -4.18 4.04 -0.80 -1.0253
H -1.73 -0.94 -0.04 -0.0645
H -1.11 -0.27 -1.58 0.2121
H -2.30 -1.61 -1.62 0.4953
H -4.34 -1.12 -2.04 0.4192
H -3.97 0.25 -3.01 0.2505
H -5.10 0.45 -1.66 0.3548
H -3.45 2.88 -3.25 0.3921
H -1.84 3.06 -4.03 0.3488
H -2.47 1.49 -3.70 0.2196
H -0.06 2.73 -1.02 0.4348
H -0.22 3.63 -2.51 0.4280
H -0.99 4.23 -1.04 0.2496
H -5.38 1.18 0.46 0.1193
H -4.60 2.47 1.41 0.3454
H -6.03 2.85 0.48 0.4620
H -5.16 4.49 -0.69 0.4111
H -3.92 4.38 -1.81 0.2599
H -3.41 4.43 -0.13 0.3042
C -1.87 -2.55 4.11 -0.6706
O -2.63 -2.13 3.00 -0.1890
C -2.76 -0.83 2.77 0.7675
O -2.11 0.01 3.30 -0.5524
O -3.69 -0.56 1.84 -0.1534
C -4.54 -1.56 1.35 -0.3348
H -1.98 -1.93 5.01 0.3651
H -0.81 -2.49 3.86 0.1486
H -2.24 -3.52 4.43 0.2698
H -4.10 -2.55 1.22 -0.0447
H -4.89 -1.19 0.39 0.2294
H -5.45 -1.70 1.95 0.2968
C 3.89 -4.39 -0.69 -0.5900
O 3.64 -5.25 -1.80 -0.2732
C 4.65 -5.41 -2.66 0.7938
O 5.74 -4.93 -2.62 -0.5503
O 4.20 -6.24 -3.61 -0.3161
C 5.13 -6.49 -4.65 -0.6892
H 4.46 -4.91 0.09 0.3061
H 2.95 -4.10 -0.25 0.1347
H 4.53 -3.55 -0.97 0.3230
H 5.90 -7.22 -4.39 0.2923
H 5.67 -5.62 -5.02 0.3089
H 4.57 -7.00 -5.44 0.2420
C -5.51 -7.79 0.65 -0.6611
O -4.50 -7.14 -0.08 -0.3380
C -3.81 -6.20 0.55 0.7850
O -3.96 -5.90 1.71 -0.5795
O -3.01 -5.59 -0.29 -0.3823
C -2.30 -4.40 0.14 -0.1530
H -5.17 -8.27 1.57 0.2884
H -5.85 -8.64 0.06 0.2421
H -6.33 -7.12 0.89 0.2840
H -2.31 -4.35 1.22 0.2740
H -2.78 -3.56 -0.34 -0.0123
H -1.29 -4.50 -0.24 0.2429
```

Summary:
Gap between HOMO and LUMO, eV: 8.243
Total charge: -1
HOMO level, Eh: -0.212

No. 3
7 unconnected molecules or ions with the total composition C21H54ClO19S5, computed with ωB97M-V/def2-TZVPD.

Geometry as XYZ:
```
100
Properties=species:S:1:pos:R:3:mulliken_charge:R:1
Cl 4.01 15.54 -22.15 1.2751
O 3.13 15.29 -21.03 -0.5522
O 3.37 16.34 -23.15 -0.4731
O 5.07 16.40 -21.63 -0.7585
O 4.53 14.32 -22.71 -0.6700
O -2.42 17.07 -24.33 -0.5342
S -2.88 16.43 -23.13 1.1396
O -3.94 15.46 -23.17 -0.6427
O -1.69 15.76 -22.30 -0.3728
C -0.32 16.00 -22.69 0.0067
C 0.14 17.36 -22.19 -0.8992
C -3.39 17.68 -21.93 -0.9065
H -0.23 15.99 -23.78 0.0036
H 0.29 15.15 -22.40 0.3908
H -0.13 18.13 -22.92 0.3214
H 1.23 17.34 -22.31 0.1428
H -0.25 17.50 -21.19 0.3933
H -2.48 18.23 -21.68 0.2633
H -3.74 17.25 -20.99 0.3337
H -4.02 18.48 -22.32 0.3632
O 7.98 16.81 -24.65 -0.4789
S 7.27 17.76 -25.48 1.0463
O 7.97 18.71 -26.30 -0.6943
O 6.19 17.00 -26.44 -0.4057
C 5.69 15.79 -25.88 1.1969
C 6.24 14.62 -26.71 -1.5333
C 6.11 18.66 -24.47 -0.6677
H 4.61 15.68 -25.86 0.0760
H 6.00 15.69 -24.83 -0.4639
H 5.92 14.75 -27.74 0.4091
H 5.89 13.68 -26.29 0.3764
H 7.33 14.66 -26.68 0.3283
H 5.60 17.95 -23.81 0.0523
H 5.36 19.09 -25.13 0.3209
H 6.61 19.31 -23.76 0.4843
O 8.50 14.99 -19.75 -0.6659
S 8.96 15.73 -20.90 1.1313
O 10.32 16.18 -20.94 -0.6784
O 8.66 14.84 -22.22 -0.4040
C 7.46 14.04 -22.20 0.9781
C 7.44 13.28 -23.52 -1.1851
C 7.80 17.12 -21.12 -0.1191
H 6.60 14.70 -22.10 -0.5484
H 7.49 13.34 -21.37 0.4640
H 6.59 12.60 -23.60 0.3511
H 8.33 12.65 -23.62 0.4699
H 7.34 14.04 -24.29 -0.0640
H 7.93 17.47 -22.14 0.0751
H 8.08 17.96 -20.49 0.4838
H 6.80 16.72 -20.94 -0.2040
O 6.01 16.24 -14.61 -0.6435
S 5.06 15.97 -15.66 1.1473
O 3.97 16.86 -15.92 -0.6217
O 5.91 15.76 -17.04 -0.2756
C 5.19 15.40 -18.22 0.1316
C 6.11 14.45 -18.96 -0.7644
C 4.33 14.30 -15.43 -0.7528
H 4.93 16.23 -18.88 0.0792
H 4.23 14.93 -18.01 0.1121
H 5.63 14.12 -19.88 0.1171
H 6.29 13.55 -18.36 0.4401
H 7.06 14.92 -19.21 0.1964
H 4.07 14.27 -14.38 0.4090
H 5.07 13.54 -15.65 0.3003
H 3.44 14.31 -16.05 0.1543
O -1.03 16.37 -17.89 -0.6130
S -0.49 15.06 -17.67 1.2732
O 0.19 14.73 -16.44 -0.6444
O -1.76 14.03 -17.82 -0.3038
C -1.56 12.68 -17.41 -0.1013
C -2.93 12.10 -17.09 -1.3241
C 0.51 14.65 -19.11 -1.0515
H -0.93 12.69 -16.52 0.3460
H -1.12 12.11 -18.23 0.2585
H -3.45 12.69 -16.33 0.3268
H -2.81 11.10 -16.67 0.3829
H -3.61 12.06 -17.94 0.3195
H 0.99 13.68 -19.02 0.4147
H 1.18 15.50 -19.20 0.3794
H -0.16 14.68 -19.97 0.3123
C -0.90 15.34 -29.66 -1.3650
C -0.72 16.57 -28.82 -0.3453
C -0.07 16.31 -27.46 -0.6371
C 0.31 17.59 -26.71 -0.6447
C 1.68 17.50 -26.02 -0.0579
C 1.97 18.82 -25.28 -1.0735
H 0.04 14.84 -29.90 0.3355
H -1.33 15.61 -30.63 0.3763
H -1.46 14.51 -29.21 0.3195
H -0.21 17.36 -29.39 0.3484
H -1.69 17.04 -28.62 0.2903
H 0.88 15.77 -27.60 0.2903
H -0.62 15.65 -26.79 0.3616
H 0.26 18.43 -27.41 0.4740
H -0.43 17.79 -25.93 0.1731
H 1.70 16.67 -25.30 0.1774
H 2.42 17.26 -26.79 0.3620
H 1.85 19.67 -25.95 0.4977
H 1.26 18.96 -24.47 0.1670
H 2.99 18.80 -24.89 -0.0099
```

Summary:
Gap between HOMO and LUMO, eV: 10.036
Total charge: -1
HOMO level, Eh: -0.291

No. 4
A molecular structure, C21H56MnNO16S5, computed with ωB97M-V/def2-TZVPD.

Geometry as XYZ:
```
100
Properties=species:S:1:pos:R:3:mulliken_spin:R:1
Mn 3.10 0.53 0.07 4.8248
O 1.14 0.20 0.09 0.0423
H 0.37 -0.31 0.28 0.0295
C -2.94 4.53 -0.65 0.0001
C -3.67 3.70 -1.71 -0.0002
N -2.88 2.62 -2.31 -0.0003
C -3.60 2.04 -3.45 -0.0002
C -3.78 3.03 -4.60 0.0000
C -2.60 1.61 -1.30 0.0008
C -1.74 0.46 -1.85 -0.0028
H -3.47 5.48 -0.60 0.0000
H -1.91 4.71 -0.95 -0.0001
H -2.94 4.01 0.30 0.0000
H -4.57 3.27 -1.24 0.0000
H -4.03 4.33 -2.53 0.0000
H -4.61 1.73 -3.16 -0.0001
H -3.04 1.21 -3.85 -0.0001
H -4.62 3.71 -4.48 0.0000
H -3.99 2.53 -5.55 0.0000
H -2.90 3.64 -4.85 0.0000
H -1.98 2.12 -0.56 0.0005
H -3.51 1.21 -0.83 0.0001
H -1.01 0.87 -2.56 0.0009
H -1.10 -0.03 -1.11 -0.0019
H -2.29 -0.36 -2.30 -0.0001
O 4.90 -3.10 0.44 0.0007
S 3.82 -2.64 1.26 0.0129
O 3.33 -1.27 1.13 0.0112
O 2.59 -3.63 0.98 0.0001
C 1.25 -3.11 1.14 0.0011
C 0.24 -4.24 1.01 0.0001
C 4.13 -2.98 3.00 0.0032
H 1.05 -2.35 0.39 0.0036
H 1.18 -2.66 2.13 -0.0002
H 0.53 -5.09 1.63 -0.0001
H -0.02 -4.57 0.01 -0.0001
H -0.69 -3.86 1.45 -0.0002
H 4.04 -4.03 3.25 0.0002
H 3.35 -2.41 3.50 -0.0001
H 5.15 -2.64 3.17 -0.0001
O -4.65 -4.62 2.92 0.0000
S -3.32 -4.70 2.38 0.0000
O -3.02 -5.08 1.02 0.0000
O -2.61 -3.24 2.60 0.0000
C -3.03 -2.20 1.69 0.0007
C -1.85 -1.30 1.49 0.0021
C -2.25 -5.61 3.52 0.0000
H -3.82 -1.67 2.21 0.0002
H -3.39 -2.54 0.72 -0.0001
H -1.06 -1.79 0.90 -0.0023
H -1.31 -1.11 2.42 -0.0029
H -2.08 -0.41 0.90 -0.0035
H -1.24 -5.35 3.23 0.0000
H -2.52 -6.64 3.32 0.0000
H -2.57 -5.33 4.52 0.0000
O 2.04 2.84 -3.33 0.0035
S 2.11 3.10 -1.93 0.0011
O 2.95 2.26 -1.08 0.0228
O 2.50 4.66 -1.77 0.0039
C 2.88 5.10 -0.45 -0.0008
C 3.05 6.61 -0.51 0.0000
C 0.42 3.08 -1.27 -0.0031
H 3.82 4.64 -0.14 0.0002
H 2.06 4.89 0.24 0.0000
H 3.29 6.94 0.50 0.0001
H 2.13 7.10 -0.82 0.0000
H 3.86 6.95 -1.15 -0.0001
H 0.43 3.55 -0.30 -0.0016
H 0.18 2.02 -1.22 0.0044
H -0.15 3.65 -1.99 0.0014
O 3.41 -0.73 -1.68 0.0237
S 3.00 -1.48 -2.85 0.0198
O 3.78 -1.39 -4.05 0.0010
O 2.93 -3.03 -2.40 0.0002
C 2.79 -4.06 -3.39 0.0010
C 2.30 -5.31 -2.66 0.0000
C 1.25 -1.18 -3.10 -0.0008
H 3.72 -4.20 -3.93 -0.0001
H 2.04 -3.80 -4.15 0.0001
H 2.84 -6.22 -2.93 0.0001
H 1.23 -5.47 -2.80 0.0000
H 2.51 -5.21 -1.60 0.0000
H 1.11 -0.11 -3.24 0.0002
H 0.79 -1.60 -2.21 0.0007
H 0.95 -1.75 -3.98 0.0016
O -2.48 2.80 3.92 0.0000
S -1.06 2.73 3.78 0.0002
O -0.23 3.78 4.31 0.0001
O -0.63 1.29 4.40 0.0002
C 0.76 0.94 4.40 -0.0020
C 0.92 -0.40 3.74 -0.0011
C -0.60 2.50 2.04 -0.0069
H 1.13 1.03 5.42 0.0000
H 1.34 1.70 3.87 0.0004
H 1.95 -0.76 3.82 -0.0028
H 0.64 -0.40 2.68 0.0068
H 0.27 -1.15 4.20 -0.0005
H 0.42 2.79 1.82 0.0036
H -1.27 3.15 1.46 0.0003
H -0.92 1.50 1.74 0.0026
```

Summary:
Gap between HOMO and LUMO (alpha / beta), eV: 7.697 / 7.280
Multiplicity: 6
Total charge: +1
HOMO level (alpha / beta), Eh: -0.405 / -0.405
Expectation value of S²: 8.754